(1)
A structure of composition C6H9N2O2 in a non-equilibrium geometry. Source: the OMol25 dataset; level of theory: the ωB97M-V functional and the def2-TZVPD basis.

Calculated values
**HOMO energy**: -4.28 eV
**Multiplicity**: 1
**Relative energy (zero: lowest compared OMol25 entry of this formula, charge and spin)**: 52.22 kcal per mole
**Net charge**: -1
**HOMO-LUMO gap**: 8.0 eV
**Calculated total energy**: -494.03948 a.u.

Cartesian coordinates (Å):
C  1.059  3.096  0.552
C  -0.209  2.964  1.402
O  -1.232  2.366  0.913
O  -0.243  3.602  2.448
H  1.332  2.089  0.071
H  1.960  3.375  1.208
H  0.840  3.771  -0.276
C  0.105  -3.289  -1.585
C  -0.246  -1.101  1.136
C  -0.775  -0.937  -1.072
C  -0.316  -2.219  -0.786
N  -0.598  -0.158  0.100
N  -0.020  -2.297  0.572
H  -1.096  1.195  0.362
H  0.026  -1.047  2.236
H  -1.330  -0.554  -1.869
H  1.152  -3.270  -1.706
H  -0.096  -3.412  -2.714
H  -0.313  -4.175  -0.992

The molecule's Mulliken atomic charges, reported in e, are given here:
1. C -0.671
2. C 0.563
3. O -0.636
4. O -0.649
5. H 0.247
6. H 0.233
7. H 0.202
8. C -0.998
9. C -0.147
10. C -0.775
11. C 0.710
12. N -0.253
13. N -0.712
14. H 0.458
15. H 0.331
16. H 0.395
17. H 0.218
18. H 0.264
19. H 0.220



(2)
A cluster of 2 separate species, C6H9N2O2 in total in a non-equilibrium geometry. Source: the OMol25 dataset; level of theory: the ωB97M-V functional and the def2-TZVPD basis.

Calculated values
**HOMO energy**: -4.47 eV
**Multiplicity**: 1
**Relative energy (zero: lowest compared OMol25 entry of this formula, charge and spin)**: 26.51 kcal per mole
**Net charge**: -1
**HOMO-LUMO gap**: 8.1 eV
**Calculated total energy**: -494.08044 a.u.

Cartesian coordinates (Å):
C  -1.364  -1.200  -3.664
C  -0.364  -1.453  -2.528
O  -0.481  -2.547  -1.923
O  0.393  -0.515  -2.159
H  -1.064  -0.285  -4.190
H  -2.379  -1.064  -3.278
H  -1.422  -2.070  -4.323
C  0.675  2.221  3.009
C  0.924  -1.014  1.495
C  0.831  1.001  2.146
C  0.212  0.966  0.922
N  1.316  -0.226  2.516
N  0.442  -0.332  0.450
H  0.840  -2.091  1.542
H  -0.183  -0.674  -0.269
H  -0.260  1.652  0.238
H  0.238  1.959  3.980
H  0.064  3.019  2.575
H  1.584  2.656  3.462

The molecule's Mulliken atomic charges, reported in e, are given here:
1. C -0.928
2. C 0.748
3. O -0.734
4. O -0.769
5. H 0.280
6. H 0.211
7. H 0.266
8. C -1.087
9. C -0.237
10. C 0.472
11. C -0.372
12. N -0.741
13. N 0.140
14. H 0.401
15. H 0.177
16. H 0.360
17. H 0.262
18. H 0.278
19. H 0.274



(3)
A cluster of 2 separate species, C6H9N2O2 in total in a non-equilibrium geometry. Source: the OMol25 dataset; level of theory: the ωB97M-V functional and the def2-TZVPD basis.

Calculated values
**HOMO energy**: -3.87 eV
**Multiplicity**: 1
**Relative energy (zero: lowest compared OMol25 entry of this formula, charge and spin)**: 29.43 kcal per mole
**Net charge**: -1
**HOMO-LUMO gap**: 6.8 eV
**Calculated total energy**: -494.07579 a.u.

Cartesian coordinates (Å):
C  -1.657  1.830  2.436
C  -0.136  1.979  2.730
O  0.584  1.056  2.280
O  0.182  2.979  3.404
H  -2.044  2.744  1.973
H  -2.216  1.855  3.356
H  -1.844  0.955  1.818
C  1.222  -1.205  0.305
C  0.805  -1.041  -1.118
C  0.389  -0.084  -2.989
C  0.215  -1.990  -1.915
N  0.919  0.129  -1.819
N  -0.058  -1.365  -3.106
H  0.398  0.556  -3.857
H  2.293  -1.322  0.450
H  0.685  -2.027  0.777
H  -0.423  -1.808  -3.928
H  -0.203  -2.942  -1.642
H  0.889  -0.299  0.846

The molecule's Mulliken atomic charges, reported in e, are given here:
1. C -0.799
2. C 0.482
3. O -0.692
4. O -0.743
5. H 0.245
6. H 0.231
7. H 0.230
8. C -0.668
9. C 0.545
10. C -0.233
11. C -0.501
12. N -0.570
13. N -0.053
14. H 0.381
15. H 0.226
16. H 0.237
17. H 0.166
18. H 0.357
19. H 0.159



(4)
A structure of composition C6H9N2O2 in a non-equilibrium geometry. Source: the OMol25 dataset; level of theory: the ωB97M-V functional and the def2-TZVPD basis.

Calculated values
**HOMO energy (alpha / beta)**: -8.43 / -8.43 eV
**Multiplicity**: 2
**⟨S²⟩**: 0.761
**Relative energy (zero: lowest compared OMol25 entry of this formula, charge and spin)**: 19.49 kcal per mole
**Net charge**: 0
**HOMO-LUMO gap (alpha / beta)**: 8.6 / 4.7 eV
**Calculated total energy**: -493.94691 a.u.

Cartesian coordinates (Å):
C  -1.899  2.215  -2.154
C  -1.663  -0.249  0.333
C  -0.445  0.135  -1.370
C  -1.578  1.021  -1.346
N  -0.535  -0.659  -0.301
N  -2.316  0.770  -0.184
H  0.281  -1.329  0.242
H  -2.071  -0.737  1.207
H  0.302  0.032  -2.140
H  -0.987  2.757  -2.342
H  -2.701  2.845  -1.745
H  -2.162  1.869  -3.172
C  2.329  -0.606  2.154
C  2.066  -1.997  1.553
O  0.959  -2.185  0.922
O  2.963  -2.835  1.596
H  3.241  -0.816  2.754
H  1.453  -0.223  2.640
H  2.763  -0.007  1.354

The molecule's Mulliken atomic charges, reported in e, are given here:
1. C -1.052
2. C -0.106
3. C -0.395
4. C 0.709
5. N -0.041
6. N -0.530
7. H 0.418
8. H 0.441
9. H 0.432
10. H 0.319
11. H 0.296
12. H 0.306
13. C -0.880
14. C 0.604
15. O -0.708
16. O -0.637
17. H 0.303
18. H 0.287
19. H 0.235



(5)
A structure of composition C6H9N2O2 in a non-equilibrium geometry. Source: the OMol25 dataset; level of theory: the ωB97M-V functional and the def2-TZVPD basis.

Calculated values
**HOMO energy (alpha / beta)**: -13.63 / -13.87 eV
**Multiplicity**: 1
**Relative energy (zero: lowest compared OMol25 entry of this formula, charge and spin)**: 153.78 kcal per mole
**Net charge**: +1
**HOMO-LUMO gap (alpha / beta)**: 7.6 / 7.9 eV
**Calculated total energy**: -493.55720 a.u.

Cartesian coordinates (Å):
C  -2.538  0.743  0.278
C  0.814  0.196  -0.011
C  -3.414  -0.592  0.190
C  -2.145  -1.381  -0.235
C  2.962  1.050  -0.080
C  2.893  -0.489  0.241
N  -1.558  -0.092  -0.058
N  1.468  1.334  -0.269
O  -2.643  1.857  0.645
O  1.473  -0.814  0.249
H  -3.943  -0.727  1.226
H  -4.161  -0.521  -0.672
H  -1.671  -2.077  0.368
H  -2.197  -1.681  -1.223
H  3.290  1.787  0.682
H  3.326  1.086  -1.116
H  3.477  -1.149  -0.394
H  3.352  -0.470  1.183
H  1.215  1.937  -1.004

The molecule's Mulliken atomic charges, reported in e, are given here:
1. C 0.370
2. C 0.349
3. C -0.351
4. C -0.516
5. C -0.396
6. C -0.382
7. N 0.062
8. N -0.169
9. O -0.466
10. O -0.201
11. H 0.295
12. H 0.270
13. H 0.308
14. H 0.274
15. H 0.315
16. H 0.309
17. H 0.365
18. H 0.278
19. H 0.285



(6)
A cluster of 2 separate species, C6H9N2OS in total in a non-equilibrium geometry. Source: the OMol25 dataset; level of theory: the ωB97M-V functional and the def2-TZVPD basis.

Calculated values
**HOMO energy (alpha / beta)**: -13.27 / -13.18 eV
**Multiplicity**: 1
**Relative energy (zero: lowest compared OMol25 entry of this formula, charge and spin)**: 108.41 kcal per mole
**Net charge**: +1
**HOMO-LUMO gap (alpha / beta)**: 6.8 / 7.1 eV
**Calculated total energy**: -816.50311 a.u.

Cartesian coordinates (Å):
C  -1.461  0.876  0.208
C  0.587  1.325  0.151
C  1.899  1.737  -0.176
C  2.670  0.351  -0.483
C  1.627  -0.770  -0.478
C  -4.605  -1.087  0.132
N  -0.878  -0.272  0.127
N  0.456  -0.013  -0.012
O  -0.556  1.896  0.329
S  -4.370  0.642  -0.246
H  2.057  2.364  -1.025
H  2.384  2.476  0.508
H  3.169  0.421  -1.590
H  3.512  0.037  0.114
H  1.254  -1.198  -1.434
H  1.941  -1.495  0.176
H  -5.175  -1.496  -0.679
H  -5.220  -1.242  0.957
H  -3.660  -1.531  0.476

The molecule's Mulliken atomic charges, reported in e, are given here:
1. C 0.137
2. C 0.310
3. C -0.593
4. C -0.451
5. C -0.393
6. C -0.694
7. N -0.624
8. N 0.601
9. O -0.284
10. S 0.182
11. H 0.340
12. H 0.344
13. H 0.259
14. H 0.351
15. H 0.295
16. H 0.265
17. H 0.316
18. H 0.354
19. H 0.287